1.
{
  "formula": "C51H65CsNOP2Sb",
  "method": "ωB97M-V/def2-TZVPD",
  "energy_ha": -3055.36973,
  "gap_ev": 5.20,
  "e_above_lowest_kcal_mol": 4.5,
  "species": ["Cs", "C", "N", "C", "P", "C", "C", "C", "C", "C", "C", "C", "C", "C", "C", "C", "C", "C", "C", "C", "C", "C", "C", "P", "C", "C", "C", "C", "C", "C", "C", "C", "C", "C", "C", "C", "H", "H", "H", "H", "H", "H", "H", "H", "H", "H", "H", "H", "H", "H", "H", "H", "H", "H", "H", "H", "H", "H", "H", "H", "H", "H", "H", "H", "H", "O", "H", "H", "C", "C", "C", "C", "Sb", "C", "C", "C", "C", "C", "C", "C", "C", "H", "H", "H", "H", "H", "H", "H", "H", "H", "H", "H", "H", "H", "H", "H", "H", "H", "H", "H", "H", "H", "H", "H", "H", "H", "H", "H", "C", "C", "C", "C", "C", "C", "C", "H", "H", "H", "H", "H", "H", "H"],
  "coordinates": [[-1.69553, -0.34747, -0.02166], [1.56018, -4.14203, 0.91386], [2.55440, -3.43256, 0.15165], [2.98227, -2.18292, 0.71801], [1.76387, -0.73412, 0.51557], [2.21610, 0.09561, 2.09670], [3.48937, 0.49501, 2.50796], [3.70553, 0.97083, 3.79137], [2.66358, 1.03179, 4.70586], [1.39817, 0.61371, 4.32460], [1.17892, 0.16192, 3.03212], [2.55911, 0.12000, -0.90567], [3.86227, 0.61816, -0.96521], [4.35340, 1.18380, -2.13005], [3.56383, 1.23937, -3.27097], [2.27752, 0.72566, -3.23715], [1.78097, 0.18103, -2.06332], [3.05543, -3.90939, -1.06090], [3.67684, -3.03806, -1.96663], [4.20484, -3.50019, -3.16094], [4.11984, -4.83945, -3.50472], [3.48747, -5.70819, -2.62760], [2.96380, -5.25910, -1.42798], [-0.23053, -3.60121, 0.60391], [-1.03298, -4.72147, 1.81738], [-0.59195, -6.00806, 2.13565], [-1.25549, -6.76668, 3.08695], [-2.37661, -6.25925, 3.72985], [-2.82824, -4.98634, 3.42021], [-2.15540, -4.22230, 2.47743], [-0.47261, -4.44683, -1.00707], [0.06158, -3.80586, -2.12696], [-0.05264, -4.36699, -3.38754], [-0.72761, -5.56807, -3.55068], [-1.28882, -6.19815, -2.45003], [-1.16631, -5.64151, -1.18428], [1.73182, -3.98553, 1.98369], [1.62408, -5.20539, 0.71567], [3.95292, -1.89737, 0.31326], [3.09019, -2.31414, 1.79886], [4.33596, 0.41867, 1.84187], [4.69913, 1.28570, 4.08560], [2.84059, 1.39490, 5.70977], [0.58289, 0.63802, 5.03658], [0.18853, -0.18181, 2.75472], [4.51337, 0.56270, -0.10611], [5.36031, 1.58199, -2.14780], [3.95789, 1.66983, -4.18247], [1.66110, 0.74771, -4.12717], [0.78050, -0.23694, -2.05202], [3.72339, -1.97962, -1.75356], [4.67294, -2.79277, -3.83465], [4.53059, -5.19933, -4.43862], [3.39701, -6.75806, -2.87667], [2.47418, -5.98129, -0.79092], [0.26537, -6.44075, 1.63665], [-0.89896, -7.76167, 3.32296], [-2.89598, -6.85954, 4.46591], [-3.70964, -4.58927, 3.90739], [-2.52139, -3.23213, 2.22740], [0.59624, -2.86847, -2.00281], [0.38059, -3.86759, -4.24513], [-0.82690, -6.00673, -4.53529], [-1.83013, -7.12750, -2.57551], [-1.62444, -6.13417, -0.33848], [-3.50882, 1.46548, 0.32324], [-4.10539, 2.18532, 0.55368], [-4.13519, 0.77046, -0.00313], [2.54569, 3.59404, 0.32470], [1.54780, 4.40273, 1.14106], [1.68088, 4.00480, 2.60923], [1.83828, 5.89162, 0.98878], [-0.46931, 3.65927, 0.46452], [-0.66218, 4.47747, -1.61932], [-2.14022, 4.56713, -1.98680], [-0.00463, 3.40943, -2.49129], [0.02354, 5.81944, -1.84608], [-1.84495, 4.83486, 1.79687], [-1.31157, 6.19444, 2.23232], [-3.20165, 5.02616, 1.12483], [-2.00573, 3.92013, 3.01201], [3.56699, 3.78457, 0.67976], [2.51293, 3.84282, -0.73950], [2.35264, 2.52855, 0.43418], [2.72491, 4.11676, 2.92474], [1.40240, 2.96168, 2.76960], [1.07159, 4.63226, 3.26248], [2.81226, 6.11504, 1.44218], [1.09525, 6.50853, 1.49027], [1.88801, 6.19589, -0.05477], [-2.67540, 3.65009, -1.72486], [-2.23919, 4.71227, -3.06876], [-2.62867, 5.40903, -1.49917], [-0.55558, 2.46612, -2.43847], [1.02849, 3.21661, -2.19556], [0.00106, 3.73688, -3.53775], [-0.28016, 6.56793, -1.11215], [-0.23402, 6.20232, -2.84113], [1.10855, 5.71100, -1.81162], [-1.08659, 6.83070, 1.37447], [-0.41665, 6.09817, 2.84673], [-2.06896, 6.70883, 2.83659], [-3.16809, 5.83135, 0.39191], [-3.94962, 5.29906, 1.87821], [-3.54261, 4.11908, 0.62212], [-1.04321, 3.70636, 3.48382], [-2.46282, 2.96835, 2.72917], [-2.64899, 4.39793, 3.75990], [-4.28811, -2.35879, 0.42435], [-4.67979, -1.51672, -0.60219], [-5.59670, -0.42621, -0.39886], [-5.98005, 0.41372, -1.43137], [-5.44874, 0.28324, -2.71081], [-4.55409, -0.76768, -2.94391], [-4.18185, -1.63955, -1.94569], [-3.74192, -3.27119, 0.20527], [-4.77610, -2.29943, 1.39139], [-6.06195, -0.33170, 0.57781], [-6.70622, 1.19611, -1.23342], [-5.74885, 0.94771, -3.50985], [-4.16857, -0.91798, -3.94729], [-3.53486, -2.48263, -2.17527]]
}

2.
{
  "formula": "C51H66BFN8O7P",
  "method": "ωB97M-V/def2-TZVPD",
  "energy_ha": -3413.61068,
  "gap_ev": 7.85,
  "total_charge": 1,
  "species": ["C", "C", "O", "B", "O", "C", "C", "P", "O", "O", "O", "O", "C", "C", "C", "C", "C", "N", "C", "C", "C", "O", "C", "C", "C", "C", "C", "C", "C", "N", "C", "C", "F", "H", "H", "H", "H", "H", "H", "H", "H", "H", "H", "H", "H", "H", "H", "H", "H", "H", "H", "H", "H", "H", "H", "H", "H", "H", "H", "H", "H", "H", "H", "H", "H", "H", "H", "H", "H", "N", "C", "C", "C", "C", "C", "H", "H", "H", "H", "H", "N", "C", "C", "C", "C", "C", "H", "H", "H", "H", "H", "N", "C", "C", "C", "C", "C", "H", "H", "H", "H", "H", "N", "C", "C", "C", "C", "C", "H", "H", "H", "H", "H", "N", "C", "C", "C", "C", "C", "H", "H", "H", "H", "H", "N", "C", "C", "C", "C", "C", "H", "H", "H", "H", "H"],
  "coordinates": [[8.40708, -2.77087, -4.73185], [7.27395, -3.76164, -4.97896], [5.96607, -3.15178, -5.09290], [5.47851, -2.56573, -3.99914], [5.97426, -2.83675, -2.71890], [4.28174, -1.48027, -4.09503], [3.68876, -1.29326, -5.49611], [4.77646, -0.67083, -6.86644], [4.62758, -1.56814, -8.00310], [6.35715, -0.58766, -6.48419], [4.16562, 0.77640, -7.31449], [2.44389, -0.62550, -5.41646], [2.45164, 0.57737, -4.63963], [0.94144, 0.93782, -4.45837], [0.03602, -0.32177, -4.54547], [-1.35083, 0.08994, -3.99998], [-2.47116, -0.91009, -4.37599], [-3.04140, -1.51681, -3.15496], [-3.67621, -2.83560, -3.42623], [-3.95745, -0.62736, -2.49515], [-5.25417, -0.15861, -3.13195], [-3.69804, -0.25751, -1.36365], [3.11223, 0.44928, -3.25932], [3.10375, 1.68460, -2.37493], [2.70819, 2.93982, -2.76922], [2.77278, 3.97527, -1.87691], [3.22559, 3.81382, -0.60248], [3.59307, 2.55413, -0.18584], [3.52388, 1.51655, -1.07614], [4.47504, -0.22976, -3.29919], [5.64334, 0.65373, -3.56580], [5.50251, 1.85119, -4.50427], [6.45936, 2.75312, -4.05336], [8.34073, -1.86711, -5.33671], [8.50611, -2.57784, -3.66083], [9.33612, -3.26960, -5.02366], [7.46995, -4.24853, -5.93546], [7.28233, -4.56012, -4.23652], [6.30579, -2.01545, -2.33676], [3.47924, -2.00893, -3.55691], [3.43456, -2.30630, -5.81545], [6.73136, 0.18791, -6.92852], [4.84077, 1.17555, -7.88531], [2.86921, 1.36554, -5.27601], [0.73404, 1.38905, -3.49084], [0.65571, 1.56165, -5.30672], [-0.04125, -0.69339, -5.56431], [0.39941, -1.08733, -3.84966], [-1.58358, 1.06503, -4.44935], [-1.33719, 0.22359, -2.91677], [-3.27334, -0.38259, -4.91488], [-2.09126, -1.68705, -5.04015], [-3.12345, -3.60702, -2.88594], [-4.69952, -2.82338, -3.04047], [-3.68753, -3.08021, -4.49001], [-5.08901, 0.50229, -3.98766], [-5.85546, -0.99555, -3.50457], [-5.86673, 0.37153, -2.40581], [2.48073, -0.26986, -2.71865], [2.36876, 3.10841, -3.78426], [2.47491, 4.96433, -2.20550], [3.30015, 4.64964, 0.08026], [3.93184, 2.36900, 0.82570], [3.81486, 0.52298, -0.72829], [4.59404, -0.55520, -2.33751], [5.92322, 1.09410, -2.60444], [6.54601, 0.11655, -3.87357], [5.75122, 1.66527, -5.54458], [4.55365, 2.38103, -4.45986], [-4.24100, -1.35050, 3.55040], [-5.42681, -1.12849, 4.11996], [-6.49417, -0.52836, 3.46835], [-6.31892, -0.13114, 2.15156], [-5.09285, -0.35020, 1.54260], [-4.09647, -0.96257, 2.28345], [-5.51829, -1.45103, 5.15137], [-7.43520, -0.37675, 3.98163], [-7.12717, 0.34292, 1.60752], [-4.91046, -0.05699, 0.51861], [-3.12422, -1.15833, 1.84332], [0.07863, 3.15523, 0.90230], [0.44265, 4.02498, 1.84972], [0.23046, 3.82231, 3.20320], [-0.39715, 2.65625, 3.60238], [-0.78582, 1.74099, 2.64208], [-0.52457, 2.03676, 1.31134], [0.92904, 4.92713, 1.49251], [0.54919, 4.56101, 3.92597], [-0.58132, 2.46316, 4.65181], [-1.27902, 0.82091, 2.91698], [-0.81043, 1.34647, 0.52343], [2.60899, 1.77837, 5.56747], [2.42596, 0.59428, 4.97961], [2.03251, -0.54951, 5.65515], [1.81832, -0.46506, 7.02112], [2.00429, 0.75268, 7.65181], [2.39680, 1.83740, 6.88249], [2.60681, 0.57453, 3.90980], [1.89733, -1.48209, 5.12449], [1.51085, -1.33632, 7.58526], [1.84883, 0.86167, 8.71619], [2.55172, 2.81168, 7.33484], [-8.50652, -1.56071, 6.16912], [-8.55081, -2.70907, 5.48911], [-8.88356, -3.92891, 6.05606], [-9.18440, -3.96521, 7.40730], [-9.14211, -2.78705, 8.13216], [-8.80075, -1.61909, 7.46782], [-8.30348, -2.63582, 4.43509], [-8.90522, -4.82691, 5.45378], [-9.44791, -4.89871, 7.88819], [-9.36932, -2.77150, 9.18912], [-8.75944, -0.67289, 7.99616], [-7.43945, -3.91137, -2.34507], [-7.26063, -3.05464, -1.34093], [-7.56405, -3.33726, -0.01855], [-8.08922, -4.58411, 0.27830], [-8.28572, -5.49021, -0.75124], [-7.94408, -5.10613, -2.03913], [-6.85170, -2.08953, -1.62283], [-7.39319, -2.60061, 0.75552], [-8.34169, -4.84639, 1.29797], [-8.69395, -6.47331, -0.56138], [-8.07746, -5.78382, -2.87512], [4.19604, 7.05448, 6.98966], [5.41902, 6.84666, 7.47455], [6.16028, 5.69973, 7.23049], [5.59762, 4.71086, 6.44047], [4.32545, 4.90681, 5.92740], [3.67303, 6.09245, 6.23090], [5.81802, 7.64566, 8.08980], [7.15089, 5.58631, 7.64941], [6.14240, 3.79939, 6.22716], [3.84959, 4.15700, 5.30716], [2.67678, 6.29147, 5.84926]]
}

3.
{
  "formula": "C51H73BrClI2N22OS",
  "method": "ωB97M-V/def2-TZVPD",
  "energy_ha": -7294.36535,
  "gap_ev": 8.52,
  "total_charge": 1,
  "e_above_lowest_kcal_mol": 0.0,
  "species": ["C", "C", "I", "C", "I", "C", "C", "N", "C", "S", "C", "C", "Cl", "C", "N", "C", "C", "O", "Br", "H", "H", "H", "H", "H", "H", "H", "H", "H", "H", "H", "H", "H", "C", "C", "N", "H", "H", "H", "C", "C", "N", "H", "H", "H", "C", "C", "N", "H", "H", "H", "C", "C", "N", "H", "H", "H", "C", "C", "N", "H", "H", "H", "C", "C", "N", "H", "H", "H", "C", "C", "N", "H", "H", "H", "C", "C", "N", "H", "H", "H", "C", "C", "N", "H", "H", "H", "C", "C", "N", "H", "H", "H", "C", "C", "N", "H", "H", "H", "C", "C", "N", "H", "H", "H", "C", "C", "N", "H", "H", "H", "C", "C", "N", "H", "H", "H", "C", "C", "N", "H", "H", "H", "C", "C", "N", "H", "H", "H", "C", "C", "N", "H", "H", "H", "C", "C", "N", "H", "H", "H", "C", "C", "N", "H", "H", "H", "C", "C", "N", "H", "H", "H"],
  "coordinates": [[-1.53413, -0.14515, 0.67658], [-0.11277, -0.40773, 1.11640], [0.13620, 0.10749, 3.09374], [0.88014, -0.91277, 0.36130], [2.82704, -1.14514, 1.08823], [0.60005, -1.37981, -1.03732], [1.29468, -2.68639, -1.45411], [1.10260, -3.61496, -0.34358], [1.98345, -4.39378, -0.04961], [3.10690, -5.38989, 0.31037], [0.60334, -3.26278, -2.70325], [0.18634, -2.14547, -3.67622], [0.48241, -2.63415, -5.35279], [0.99264, -0.88526, -3.49809], [0.92164, -0.31663, -2.08976], [2.19701, 0.43752, -1.86138], [2.30983, 1.47598, -2.96523], [1.71922, 2.48402, -2.90209], [3.39363, 1.11618, -4.50186], [-2.22413, -0.53820, 1.43059], [-1.70737, 0.93570, 0.62710], [-1.79837, -0.61907, -0.27205], [-0.46603, -1.59872, -1.11068], [2.36257, -2.51589, -1.64004], [1.30974, -3.93766, -3.19648], [-0.28318, -3.82629, -2.39818], [-0.87103, -1.91286, -3.56936], [2.03837, -1.08841, -3.73160], [0.59023, -0.11975, -4.16857], [0.15943, 0.36738, -2.07146], [3.02869, -0.26735, -1.88687], [2.17630, 0.99503, -0.92297], [1.51683, 2.73712, -7.19609], [0.41477, 2.06092, -7.86664], [-0.45423, 1.52791, -8.39525], [1.41957, 2.63353, -6.11723], [2.47793, 2.32171, -7.48914], [1.52737, 3.79911, -7.42832], [4.40275, 5.81590, -8.97344], [4.29439, 4.97261, -7.79170], [4.21737, 4.31004, -6.85717], [5.14003, 6.59901, -8.80715], [4.71073, 5.22139, -9.83158], [3.44343, 6.28022, -9.19493], [5.12775, -7.93944, -3.15329], [4.03665, -7.00065, -2.93844], [3.17768, -6.25906, -2.76663], [5.83812, -7.53049, -3.86934], [5.64703, -8.13366, -2.21643], [4.74116, -8.87986, -3.54157], [2.67200, -4.10101, 4.46012], [1.59788, -3.31063, 5.04102], [0.70333, -2.70316, 5.42711], [3.30406, -3.48200, 3.82471], [3.29177, -4.55101, 5.23242], [2.25387, -4.89852, 3.85169], [-0.31874, 4.59742, -1.03184], [-0.71518, 3.77425, 0.09655], [-1.03094, 3.10766, 0.97751], [0.43113, 5.33471, -0.74899], [0.10752, 3.97722, -1.81953], [-1.18484, 5.11563, -1.43267], [0.19638, 3.32897, 5.61982], [1.02459, 3.55761, 6.79254], [1.67650, 3.74093, 7.71981], [0.44589, 4.01151, 4.80955], [0.32682, 2.31103, 5.25589], [-0.85546, 3.46768, 5.86229], [-0.56725, -6.85599, 1.04122], [-1.05086, -7.16512, 2.37674], [-1.39662, -7.39775, 3.44613], [0.24366, -6.13351, 1.10877], [-0.18872, -7.74913, 0.54702], [-1.36095, -6.43305, 0.42794], [1.08033, -1.91551, -8.86315], [2.43634, -2.28347, -9.24448], [3.52285, -2.56383, -9.48888], [0.83373, -0.91275, -9.20754], [0.34824, -2.59928, -9.28656], [1.01549, -1.94898, -7.77709], [7.02739, 1.02414, -2.59177], [5.91342, 0.17264, -2.21347], [5.01664, -0.49480, -1.94948], [7.35251, 1.62059, -1.74078], [7.85377, 0.40941, -2.94493], [6.72264, 1.68952, -3.39873], [-4.34426, 4.35091, -3.96442], [-3.80642, 4.33948, -2.61155], [-3.41274, 4.27626, -1.53365], [-4.13951, 5.30495, -4.44704], [-3.89240, 3.55650, -4.55721], [-5.42226, 4.19407, -3.92659], [-2.39956, 4.05523, 8.64783], [-2.85648, 4.22212, 7.27666], [-3.16132, 4.35383, 6.17673], [-2.39789, 5.00991, 9.17098], [-3.04518, 3.37709, 9.20104], [-1.38802, 3.65500, 8.67389], [5.83897, -1.62339, -6.66604], [6.90526, -1.30814, -5.72938], [7.71504, -1.02237, -4.96771], [5.83422, -0.92404, -7.50077], [5.93055, -2.62440, -7.08284], [4.87777, -1.55364, -6.15719], [-3.06191, -0.63753, -8.56899], [-2.16679, -0.79153, -9.70573], [-1.45605, -0.88709, -10.60143], [-3.88201, 0.02956, -8.82815], [-3.47429, -1.60281, -8.27957], [-2.52146, -0.21491, -7.72278], [-2.17299, -5.08879, 5.19590], [-2.58410, -5.91215, 6.32233], [-2.89644, -6.55827, 7.21783], [-1.46681, -4.32345, 5.51823], [-1.69758, -5.70590, 4.43371], [-3.03286, -4.59490, 4.74628], [-6.16053, 2.47389, 0.07632], [-6.66173, 2.57670, -1.28748], [-7.03361, 2.66690, -2.37032], [-6.05947, 3.46559, 0.51314], [-6.84671, 1.88852, 0.68590], [-5.18172, 1.99738, 0.08676], [-6.17360, 4.40857, 9.47729], [-5.30047, 4.68832, 10.60644], [-4.59815, 4.93478, 11.48095], [-5.95278, 5.10032, 8.66755], [-6.04142, 3.38875, 9.11779], [-7.21626, 4.54364, 9.75872], [1.20053, -8.43340, 4.95204], [2.29477, -7.69487, 4.33730], [3.17059, -7.11766, 3.86861], [0.82399, -7.89589, 5.82112], [0.38312, -8.56645, 4.24646], [1.54862, -9.41329, 5.27397], [0.55641, 1.50683, 10.54202], [-0.66928, 2.15754, 10.98472], [-1.63255, 2.67265, 11.33937], [1.13596, 2.18362, 9.91363], [1.16058, 1.22372, 11.40199], [0.32099, 0.61032, 9.97069], [-4.79902, 8.46961, 10.35590], [-5.66994, 7.92212, 9.32568], [-6.35208, 7.48524, 8.51170], [-5.24187, 8.31790, 11.33837], [-3.83323, 7.96852, 10.33527], [-4.65017, 9.53561, 10.19378], [-3.72568, 0.69210, -2.34934], [-2.93617, 0.14299, -3.44221], [-2.29527, -0.22356, -4.32427], [-4.52889, 1.32239, -2.73220], [-4.17148, -0.10643, -1.75680], [-3.09990, 1.30245, -1.69661]]
}